Below is a cluster of 9 separate species, C20H28BCl32N6O4S2 in total in a non-equilibrium geometry, with properties calculated with the ωB97M-V functional and the def2-TZVPD basis.

Lowest unoccupied orbital energy (eV): -2.65
HOMO-LUMO gap (eV): 8.19
Net charge: +1
Total energy (eV): -461381.259

```
93
Properties=species:S:1:pos:R:3:forces:R:3
C 5.6288 0.9450 -1.0131 -0.2675 0.2208 0.4568
S 5.1091 -0.5699 -0.2737 1.1729 -1.0229 0.0169
O 4.9818 -0.4414 1.1508 -0.6156 0.6001 0.1191
O 5.9917 -1.6118 -0.7189 -0.1261 -0.0268 -0.4454
C 3.4866 -1.0480 -0.9825 0.0442 0.5593 -0.2727
C 2.5830 0.0591 -1.5289 -0.1384 0.0930 0.6840
C 1.0478 0.0308 -1.1794 -0.5101 0.2270 -0.3351
C 0.7068 1.3558 -0.4461 0.5443 -0.5101 0.2559
C 1.2919 1.6745 0.9752 -0.2929 1.1338 0.2212
N 0.1825 1.7373 1.9288 0.0736 -0.3542 0.0687
N 1.9229 3.0221 0.9840 -0.2034 -0.8966 0.0067
N 2.2894 0.7279 1.4525 -0.1151 -0.4881 -0.1669
B 0.3263 0.0632 -2.6328 -0.1968 0.0226 0.0837
N -0.5614 1.1049 -3.1366 0.5971 -0.0841 -0.0727
O 0.6145 -1.0309 -3.4243 1.0295 0.0716 0.3863
C 0.4856 -1.3026 -0.5418 0.2745 0.2745 0.4681
C -0.2705 -1.1744 0.7761 -0.5083 -0.3333 0.1515
C -1.6684 -0.5489 0.5987 0.1784 -0.2844 -0.2223
C -2.8226 -1.5073 0.9246 -0.1253 0.3139 -0.2089
S -4.0677 -0.8369 2.0606 -0.3009 -0.1285 0.3655
C 1.5434 -2.3998 -0.5213 -0.5687 -0.4229 -0.9756
N 1.0857 -3.6372 0.0601 0.6290 0.4218 0.3318
C 1.3267 -3.9339 1.2203 -0.1906 0.0633 -0.7780
O 1.5621 -4.2751 2.2888 0.0656 -0.3499 0.9181
N 2.8509 -1.9087 0.0391 0.1388 -0.2020 0.4528
H 6.6953 0.9663 -0.8089 0.1712 -0.0842 -0.0427
H 5.4448 0.9688 -2.0799 -0.0480 -0.0947 -0.1396
H 5.1699 1.7762 -0.4851 -0.1257 0.1326 -0.0999
H 3.7876 -1.7046 -1.7912 0.0000 -0.2316 -0.0236
H 2.7360 0.0713 -2.6039 0.0479 -0.1012 -0.1516
H 2.9705 1.0142 -1.1835 0.0034 0.1385 0.0874
H -0.3630 1.5100 -0.3779 -0.2065 -0.1567 0.0456
H 1.0518 2.1428 -1.1143 0.0915 0.1050 -0.1075
H -0.0660 2.7084 2.0739 -0.1301 0.0608 -0.0849
H 0.4971 1.4379 2.8432 -0.0030 -0.0217 0.0284
H 2.6839 3.0301 0.3127 -0.0563 0.2279 -0.0263
H 1.2328 3.6893 0.6546 0.1358 0.2383 -0.0826
H 3.1804 0.9986 1.0619 0.2531 -0.0402 -0.0164
H 2.4286 0.8994 2.4456 -0.0157 0.0188 0.0649
H -0.1040 2.0023 -3.2466 -0.1928 0.1823 0.0835
H -1.3920 1.2265 -2.5698 -0.0908 0.1844 -0.0514
H 1.0111 -0.7964 -4.2700 -0.7435 -0.1760 -0.3931
H -0.2536 -1.7338 -1.2194 -0.0305 -0.0434 -0.1759
H -0.4672 -2.1883 1.1146 0.1172 -0.1447 0.0688
H 0.2931 -0.7039 1.5680 0.1727 0.3038 0.0304
H -1.7509 0.3707 1.1617 0.0925 0.1268 0.1404
H -1.7632 -0.2932 -0.4567 -0.1505 0.2469 -0.0893
H -2.4827 -2.4306 1.3823 0.1415 -0.0606 0.1343
H -3.3289 -1.7858 0.0054 -0.0902 -0.0920 -0.0960
H -3.7976 0.4682 1.9680 0.1313 0.0447 -0.2187
H 1.7690 -2.6211 -1.5629 0.1158 -0.0751 -0.0849
H 3.5005 -2.6845 0.2024 -0.1715 -0.1717 0.0858
H 2.7284 -1.4132 0.9443 -0.1029 0.4800 -0.2558
C -3.7313 -1.1183 -4.1127 0.0497 -0.1006 -0.1403
Cl -5.2997 -0.7986 -4.8552 -0.0318 -0.0338 0.1176
Cl -2.4406 -0.5207 -5.1514 -0.1774 -0.0821 -0.0014
Cl -3.6657 -0.2950 -2.5380 -0.0568 -0.0386 -0.0735
Cl -3.5406 -2.8536 -3.8614 0.0356 -0.0286 0.0198
C 2.2923 3.5490 5.2641 0.0386 0.1038 -0.1410
Cl 3.9730 3.6375 4.7374 0.0138 -0.0101 -0.0185
Cl 1.3160 4.6575 4.2884 -0.1434 -0.0641 0.2030
Cl 1.7006 1.8924 5.0401 0.0520 0.0568 0.2009
Cl 2.1714 3.9832 6.9622 -0.0195 -0.0205 -0.0211
C -5.3958 -6.2677 -5.0183 -0.0395 -0.0043 -0.0296
Cl -4.0166 -6.4803 -3.9268 0.0196 0.0287 0.0302
Cl -6.4749 -5.0301 -4.3699 -0.0162 0.0006 0.0194
Cl -4.8105 -5.7649 -6.6052 0.0166 0.0202 -0.0091
Cl -6.2655 -7.7930 -5.1611 0.0054 -0.0105 -0.0021
C -5.3796 3.1625 -0.6393 -0.1150 0.0235 -0.0079
Cl -3.7225 2.5945 -0.9469 0.1283 0.0662 0.1503
Cl -6.4936 2.2524 -1.6536 0.0077 -0.0239 -0.0047
Cl -5.7803 2.9167 1.0600 0.0495 -0.0334 -0.0062
Cl -5.4782 4.8771 -1.0273 0.0138 0.0193 -0.0172
C 3.2243 6.5890 0.2176 -0.0684 0.1481 0.0702
Cl 4.6017 7.5524 0.7299 0.0156 -0.0192 0.0007
Cl 3.8197 5.1035 -0.5719 0.1428 0.1323 -0.1569
Cl 2.2475 6.1521 1.6202 0.1756 0.1304 -0.1445
Cl 2.2501 7.4984 -0.9340 -0.0012 -0.0427 -0.0178
C -3.5242 1.2311 -9.0646 -0.0254 -0.0024 -0.0291
Cl -4.5969 0.5347 -7.8495 -0.0147 0.0298 -0.0732
Cl -2.6276 -0.0620 -9.8656 0.0152 -0.0147 -0.0051
Cl -4.4678 2.1234 -10.2557 0.0057 0.0020 0.0052
Cl -2.3848 2.3288 -8.2713 0.0270 0.0188 0.0204
C 2.2584 -1.7175 7.0964 -0.0291 -0.0232 0.1248
Cl 2.0808 -1.3030 5.3770 0.0145 -0.1378 -0.1557
Cl 0.8228 -2.5896 7.6211 0.0956 0.0425 -0.0047
Cl 3.6883 -2.7258 7.3017 0.0010 -0.0010 -0.0206
Cl 2.4360 -0.2352 8.0356 0.0025 0.0085 -0.0212
C -3.1085 -3.6874 7.9518 -0.0604 -0.0334 0.0413
Cl -1.7032 -4.2577 8.8673 -0.0517 -0.0099 -0.0307
Cl -4.0029 -2.5213 8.9252 0.0024 0.0165 0.0071
Cl -2.5780 -2.9165 6.4525 0.0237 0.0083 -0.0155
Cl -4.1462 -5.0598 7.5671 -0.0061 -0.0165 -0.0018
```
Forces are in eV/Å.

Below is a structure of composition C20H28CuN3OS in a non-equilibrium geometry, with properties calculated with the ωB97M-V functional and the def2-TZVPD basis.

Lowest unoccupied orbital energy (eV): 0.19
HOMO-LUMO gap (eV): 6.37
Total energy (eV): -83184.732

```
54
Properties=species:S:1:pos:R:3:forces:R:3
Cu -0.8815 0.2531 0.4908 -0.5455 0.1554 1.1085
C -1.9560 -3.1622 0.3764 0.7154 -0.5588 -0.2619
N -1.6073 -2.2091 -0.6709 -2.2665 0.2570 1.7076
C -2.7372 -1.5947 -1.4051 1.2119 -1.1863 -0.0490
C -0.3783 -2.3239 -1.2552 0.4664 -0.5322 -2.0296
C 0.0937 -3.5785 -1.7670 1.4494 1.3579 0.8192
C 1.4341 -3.6567 -2.2257 -0.4212 -1.8792 0.9205
C 2.2544 -2.5495 -2.1493 0.1188 1.4830 -0.9729
C 1.6581 -1.3106 -1.9227 -0.1713 0.0772 0.3428
C 0.3386 -1.1168 -1.4942 0.9980 -0.1340 -0.2289
N -0.1232 0.1625 -1.1313 0.4086 -0.2165 -1.0963
C 0.1072 1.3313 -1.8550 -0.3003 -1.4722 0.7986
C 0.4628 1.2696 -3.1954 0.2264 0.1057 -1.2212
C 0.5657 2.3983 -3.9978 -0.2970 0.0897 0.0610
C 0.2266 3.6680 -3.5193 0.2787 -0.9047 1.9557
C -0.0662 3.7259 -2.1255 -0.6357 0.0832 0.6745
C -0.1378 2.5966 -1.2566 0.8378 0.5756 -2.0227
N -0.4015 2.6781 0.1442 -0.7840 -0.6485 -0.0935
C 0.8186 2.8796 0.9468 -0.8977 1.5527 -0.1265
C -1.6335 3.4284 0.4664 1.3760 1.5542 0.1383
H -2.4053 -4.1294 -0.0364 0.1096 1.1137 0.6998
H -2.5649 -2.6872 1.1931 0.1588 -0.5008 -0.9479
H -0.9761 -3.4481 0.8347 -0.8047 -0.0132 -0.1596
H -3.2260 -2.4261 -1.9904 0.0336 0.9821 0.2568
H -2.2931 -0.8232 -2.0676 -0.6655 -0.3926 0.3830
H -3.4117 -1.1787 -0.6501 -0.1193 0.1167 -0.4063
H -0.4459 -4.5195 -1.6047 -0.0744 0.6173 -0.2144
H 1.8194 -4.6831 -2.4316 -0.1530 1.0311 -0.0406
H 3.3308 -2.4543 -2.3860 -0.7122 -0.8579 0.0305
H 2.2299 -0.4067 -1.9966 0.5315 0.2280 -0.0329
H 0.6006 0.2987 -3.6940 0.0305 0.4456 0.5093
H 0.8770 2.2180 -5.0192 -0.1061 0.3039 -0.1315
H 0.2796 4.5665 -4.1089 -0.0463 0.0694 -0.1216
H -0.3489 4.6841 -1.6359 0.4085 -0.5157 -0.6376
H 1.2478 3.8941 0.7512 0.0046 -0.5982 -0.0045
H 1.5324 2.1143 0.6958 0.3088 -0.2449 -0.2168
H 0.6374 2.8581 2.0304 -0.3280 -0.2383 -0.2211
H -1.3991 4.5503 0.3356 -0.6835 -1.2390 0.4220
H -1.8933 3.2292 1.5267 -0.0958 0.1752 -0.6640
H -2.4613 3.1912 -0.2365 0.6832 -0.1602 0.5863
O -1.5912 -0.1753 2.1891 0.2449 -0.4414 0.6800
S -0.8557 -1.0778 3.1819 0.6880 0.8052 0.3745
C 0.7975 -1.6115 2.5234 -0.4146 0.3160 -0.7811
C 1.8049 -0.5170 2.9430 1.0165 -0.9248 -0.7288
C 1.4476 -0.1893 4.3833 0.9240 -0.7067 -0.1033
C -0.0143 0.1346 4.3764 -1.0263 -0.5681 -0.0675
H 0.6600 -1.7178 1.4313 0.0392 0.2568 0.2930
H 0.9927 -2.6413 2.8745 0.0088 0.6102 0.3320
H 1.7057 0.3654 2.2826 -0.0114 -0.4430 0.2391
H 2.8646 -0.9192 2.8404 -1.2627 0.5835 0.1075
H 2.0505 0.6377 4.7704 -0.1244 -0.1440 0.0887
H 1.6808 -1.1168 4.9476 -0.2498 0.6719 0.1372
H -0.1933 1.1438 3.9527 -0.2501 -0.6360 0.2975
H -0.5167 -0.0535 5.3400 0.1695 0.5390 -0.3820
```
Forces are in eV/Å.

Below is a structure of composition C20H28I2N4O4PPtS2Te in a non-equilibrium geometry, with properties calculated with the ωB97M-V functional and the def2-TZVPD basis.

Lowest unoccupied orbital energy (alpha / beta) (eV): -4.74 / -4.80
HOMO-LUMO gap (alpha / beta) (eV): 5.34 / 5.19
Net charge: +1
Total energy (eV): -93036.971

```
63
Properties=species:S:1:pos:R:3:forces:R:3
Pt -0.0970 -0.4798 -0.0396 -0.3217 0.8478 0.8983
I 2.2633 -1.1365 1.8622 1.7911 0.5154 -0.0624
I 5.0550 -0.4855 1.1140 -0.1822 0.1062 -0.1275
C -4.6970 1.2352 -1.1734 -0.3395 0.3564 0.4555
N -3.9428 1.1669 -2.4959 -0.3323 0.0190 -0.2631
C -4.5340 0.0291 -3.2940 -0.3346 -0.2390 -0.5973
N -4.4572 -1.1857 -2.5712 -0.2374 -0.0862 -0.1744
C -5.1886 -1.0809 -1.3222 -0.2867 0.0324 0.0677
N -4.6652 -0.0069 -0.4983 -0.3726 -0.0220 0.1522
C -3.3512 -0.3253 0.0211 0.3047 0.0151 0.1143
P -2.0794 -0.5759 -1.3179 -0.5508 0.1608 1.1115
C -2.4906 0.9594 -2.2975 1.1299 0.0308 0.1973
C -3.1178 -1.7123 -2.3952 0.7023 -0.3577 0.0541
H -5.7321 1.5115 -1.4031 0.1997 0.0081 -0.1301
H -4.2272 2.0156 -0.5683 -0.0142 -0.0616 -0.1488
H -4.0805 2.0515 -2.9933 0.0167 -0.1061 0.0505
H -3.9871 -0.0508 -4.2362 -0.0045 0.1361 0.0875
H -5.5843 0.2704 -3.4950 0.1917 0.0753 0.0364
H -5.1143 -2.0260 -0.7843 -0.0212 0.0669 0.0220
H -6.2406 -0.8825 -1.5368 0.0025 -0.0203 -0.0473
H -3.4330 -1.2367 0.6216 0.1454 0.1097 -0.0179
H -3.0163 0.4910 0.6712 0.1101 -0.1759 -0.0830
H -1.9995 0.8739 -3.2717 -0.1486 0.0536 -0.0095
H -2.0627 1.8259 -1.7667 -0.1269 -0.2550 -0.1134
H -3.2038 -2.6969 -1.9310 0.1281 0.1169 -0.1026
H -2.6284 -1.8329 -3.3668 -0.0181 -0.0171 0.0950
C 7.2317 -0.9053 -3.5443 0.1074 -0.0429 -0.0947
C 5.7772 -1.1992 -3.4158 -0.2610 -0.1347 0.0170
C 5.3159 -1.9285 -2.3222 -0.1462 0.2010 -0.2621
C 3.9616 -2.0663 -2.0962 -0.0504 -0.2834 0.0451
C 3.0583 -1.4933 -2.9796 -0.4016 0.0708 0.1626
C 3.4912 -0.8356 -4.1175 -0.0424 0.0721 -0.2271
C 4.8522 -0.7194 -4.3452 -0.1581 0.0223 0.1118
S 1.4773 -1.1378 -2.2726 0.2222 -0.4568 -0.1038
O 0.3679 -0.8027 -3.1334 0.7991 0.1484 -0.6364
O 1.1641 -2.1393 -1.2681 1.2063 -0.0179 -0.8858
N 1.8623 0.2824 -1.4487 -0.9793 -0.8486 -0.1435
C 1.7334 1.5772 -2.1017 -0.2038 0.6484 -0.3851
C 1.4603 2.6658 -1.0477 -0.2850 -0.3455 0.0688
C 0.1838 2.2805 -0.2863 0.0994 0.3249 0.1992
O -0.9154 2.6510 -0.7123 -0.0616 0.4452 -0.3377
O 0.3273 1.5318 0.7327 0.5645 0.1302 0.6140
H 7.6935 -0.9350 -2.5614 0.1600 0.0358 0.0052
H 7.3820 0.0770 -3.9823 0.1054 0.0885 -0.0310
H 7.7269 -1.6370 -4.1807 0.0717 -0.0592 -0.0453
H 6.0154 -2.3110 -1.5967 0.0707 -0.0840 0.0758
H 3.6006 -2.5741 -1.2178 -0.0108 -0.0304 0.1891
H 2.7711 -0.4047 -4.7969 -0.0293 0.1024 -0.0958
H 5.1884 -0.1895 -5.2247 0.0953 0.0366 -0.0442
H 2.7422 0.2008 -0.9460 0.1266 -0.2736 0.3842
H 0.8993 1.4879 -2.8044 0.1327 0.1995 0.0889
H 2.6440 1.8271 -2.6577 -0.0807 -0.1233 0.0001
H 1.3153 3.6268 -1.5398 0.0815 -0.0736 -0.0422
H 2.3083 2.7136 -0.3635 -0.0647 0.0741 0.0309
Te -0.2766 -1.6565 2.3057 -2.1533 -0.3968 -0.7791
C -0.2456 -3.3308 1.0422 -0.5731 -0.3436 0.2556
C 0.7347 -4.2250 0.7379 -0.0523 0.2821 0.4010
C 0.3248 -5.1771 -0.2199 -0.1333 -0.2355 -0.1908
C -0.9533 -5.0015 -0.6328 -0.2503 0.2049 0.0894
S -1.6921 -3.6634 0.1472 0.4864 -0.3968 0.3125
H 1.7234 -4.2178 1.1650 0.0933 0.0903 0.1179
H 0.9593 -5.9707 -0.5697 0.1040 -0.1332 -0.1157
H -1.5298 -5.5779 -1.3279 -0.0198 -0.2070 -0.2136
```
Forces are in eV/Å.

Below is an isolated molecule of C20H28N2O3 in a non-equilibrium geometry, with properties calculated with the ωB97M-V functional and the def2-TZVPD basis.

Lowest unoccupied orbital energy (eV): 0.80
Relative energy (zero: lowest compared OMol25 entry of this formula, charge and spin) (kcal per mole): 88.9
HOMO-LUMO gap (eV): 8.59
SMILES: C/C(=C\c1ccco1)CN1CCN(Cc2ccc(C)o2)[C@@H](CCO)C1
Total energy (eV): -30315.259

```
53
Properties=species:S:1:pos:R:3:forces:R:3
C -2.8707 -0.3359 1.4539 -0.0041 0.0691 0.0757
C -3.2165 -0.7579 0.0618 -0.2480 -0.0297 -0.2407
C -4.3626 -0.4485 -0.5574 0.5260 -0.1710 0.2663
C -5.4683 0.3061 -0.0305 -0.8519 0.1475 -0.8052
C -6.6295 0.6783 -0.6678 0.7065 -0.2594 0.2520
C -7.3950 1.3936 0.2771 0.1684 0.1156 0.5936
C -6.6557 1.4074 1.4201 -0.8137 0.3240 -0.2838
O -5.4948 0.7559 1.2463 0.3770 -0.1762 0.1427
H -6.8387 1.8312 2.3879 0.0725 0.0138 0.1511
H -8.3596 1.8345 0.1286 -0.1884 0.1131 0.0509
H -6.8940 0.4659 -1.6836 0.0269 -0.0942 -0.2219
H -4.5272 -0.7894 -1.5711 0.0393 -0.0456 -0.0911
C -2.1800 -1.6047 -0.6240 -0.0018 0.0149 -0.0380
N -0.8813 -0.9507 -0.6110 -0.0555 -0.1090 -0.1708
C 0.1855 -1.8274 -1.0482 0.2361 -0.0802 -0.0188
H 0.1441 -2.7463 -0.4579 -0.0051 -0.0023 0.0198
C 1.5348 -1.1278 -0.8327 -0.1870 -0.2209 0.1211
N 1.5174 0.0728 -1.6484 -0.0156 0.0428 -0.2228
C 0.4578 0.9784 -1.2608 -0.2320 -0.1153 -0.1146
C -0.8791 0.2579 -1.4122 0.1356 0.3112 0.0806
H -1.6901 0.9045 -1.0713 0.0150 0.0186 -0.0597
H -1.0412 0.0240 -2.4802 -0.0266 0.0263 0.0291
H 0.4807 1.8429 -1.9284 -0.0094 0.0340 0.0336
H 0.5604 1.3374 -0.2256 -0.0053 0.0554 -0.0198
C 2.8019 0.6854 -1.9283 0.0404 -0.0893 0.1406
C 3.5229 1.3009 -0.7677 -0.4563 0.7938 -0.1866
C 3.3380 2.4692 -0.0893 0.0485 -0.5170 -0.4361
C 4.3017 2.4836 0.9509 0.3141 -0.4702 0.0570
C 5.0101 1.3259 0.8355 0.0117 0.6457 0.6056
O 4.5427 0.6051 -0.2086 0.1313 -0.3032 -0.0593
C 6.1374 0.7700 1.6292 -0.1799 -0.1418 -0.3109
H 7.0012 0.5908 0.9900 0.1030 -0.0135 0.0258
H 5.8516 -0.1791 2.0819 0.0478 -0.0547 0.0784
H 6.4127 1.4695 2.4125 0.0158 0.0283 0.0406
H 4.4455 3.2532 1.6815 0.1108 0.1131 0.1996
H 2.6109 3.2262 -0.3022 -0.1862 0.1222 -0.1256
H 2.6279 1.4534 -2.6888 0.1042 -0.0696 0.0521
H 3.4478 -0.0872 -2.3560 0.0127 0.1022 -0.0710
C 1.7853 -0.9167 0.6795 0.3153 -0.3279 0.0213
C 2.8186 -1.8908 1.2468 0.0601 0.5881 -0.0015
H 3.7660 -1.7820 0.6980 -0.0662 0.0364 0.1008
O 2.3974 -3.2352 1.2311 -0.2569 -0.4991 -0.1388
H 2.2231 -3.4906 0.3189 0.0501 -0.0447 0.0628
H 3.0018 -1.6614 2.2998 0.0542 0.0307 -0.0979
H 2.1471 0.0942 0.8623 -0.0215 0.0778 0.0596
H 0.8434 -1.0350 1.2158 0.0139 0.0595 0.0869
H 2.3290 -1.7641 -1.2459 -0.0276 -0.0242 0.0090
H 0.0828 -2.0894 -2.1172 0.0097 -0.0059 0.0736
H -2.0765 -2.5429 -0.0666 0.0131 -0.0211 -0.0623
H -2.5048 -1.8514 -1.6505 0.0071 -0.0197 0.0674
H -3.4124 -0.9449 2.1775 -0.0309 -0.0124 0.1202
H -1.8037 -0.4595 1.6163 0.0570 0.0117 0.0594
H -3.1458 0.7009 1.6291 0.0455 0.0221 0.0998
```
Forces are in eV/Å.